DFT (wB97M-V/def2-TZVPD) results for a 2-piece molecular cluster, C3H5NO4 overall.

Summary:
- LUMO (eV) = 0.048
- F_max (eV Å⁻¹) = 1.0
- total energy (eV) = -12869.2814
- ΔE to the lowest compared entry with this formula, charge and spin (eV) = 3.594
- multiplicity = 1
- molecular weight (g mol⁻¹) = 119.1
- HOMO level (eV) = -8.4

Geometry (Å):
O 1.8119 0.0579 0.9263
O 1.9517 -0.4655 -1.2657
O -0.3125 0.7202 1.7021
O -1.5317 0.8404 -0.5465
N -0.9521 -1.3731 -0.3272
C 0.7433 1.0049 1.1419
C -0.7867 -0.1747 -0.9191
C 1.3730 0.0706 -0.3573
H -1.4665 0.9274 0.4481
H 1.1285 2.0284 1.0957
H -0.3057 -2.0997 -0.6034
H -0.4714 -0.1695 -1.9552
H -1.1817 -1.3672 0.6603

Atom charges from the Löwdin analysis, given in e for atoms 1 to 5: 0.06 0.05 0.00 0.06 0.16